20
Properties=species:S:1:pos:R:3:mulliken_charge:R:1 method="wB97M-V/def2-TZVPD" max_force_ha_per_bohr=0.0942 multiplicity=1 orbital_gap_ev=9.2 e_homo_ev=-8.4 relative_energy_ev=1.633 e_tot_ev=-19216.1252 total_charge=0 lumo_energy_ha=0.0288 smiles=CC[C@@](C)(N)P(O)O
C -2.128 -0.731 0.614 -1.13
C -1.068 -0.930 -0.392 -0.60
C 0.271 0.257 -0.242 0.99
C -0.274 1.592 -0.766 -1.66
N 0.505 0.291 1.189 -0.70
P 1.866 -0.195 -1.148 0.08
O 2.730 1.090 -0.664 -0.48
O 2.516 -1.241 -0.007 -0.55
H -2.704 -1.666 0.864 0.31
H -1.722 -0.492 1.595 0.31
H -2.697 0.072 0.219 0.30
H -0.455 -1.901 -0.184 0.31
H -1.473 -0.804 -1.376 0.44
H -0.269 1.523 -1.901 0.42
H 0.176 2.447 -0.294 0.39
H -1.324 1.585 -0.666 0.43
H 0.498 -0.622 1.630 0.26
H -0.276 0.835 1.556 0.26
H 3.331 1.085 0.138 0.32
H 2.497 -2.194 -0.165 0.31

91
Properties=species:S:1:pos:R:3:mulliken_charge:R:1 method="wB97M-V/def2-TZVPD" max_force_ha_per_bohr=0.0719 multiplicity=1 orbital_gap_ev=4.6 e_homo_ev=-0.4 relative_energy_ev=0.512 e_tot_ev=-144322.0755 total_charge=-2 lumo_energy_ha=0.1560
W 0.238 0.248 0.386 0.63
C -4.055 -1.064 3.086 -0.97
C -2.087 0.246 2.008 0.65
N -1.121 -0.719 1.582 1.20
N -1.582 -2.035 1.450 -1.27
C -1.060 -2.663 0.464 0.25
N -1.412 -4.020 0.291 -0.62
S 0.032 -1.992 -0.732 -0.56
C -1.323 1.415 2.558 0.20
C -1.810 2.213 3.584 -0.21
C -0.979 3.147 4.164 -1.07
C 0.333 3.242 3.719 -0.88
C 0.736 2.450 2.663 -0.26
N -0.086 1.595 2.056 0.19
H -3.733 -1.997 2.622 0.30
H -5.134 -0.960 3.010 0.28
H -3.776 -1.093 4.141 0.30
H -2.326 -4.217 0.676 0.31
H -1.349 -4.291 -0.680 0.21
H -2.830 2.056 3.906 0.50
H -1.339 3.785 4.963 0.41
H 1.036 3.935 4.162 0.44
H 1.739 2.490 2.261 -0.01
N -2.410 3.551 -0.680 -0.60
C -2.409 2.285 -0.119 0.43
O -1.349 1.612 -0.302 -0.33
C -3.511 1.827 0.609 -0.84
C -3.295 0.477 1.135 0.50
N -3.433 0.118 2.508 -0.10
C -4.679 2.603 0.765 -0.63
N -5.622 3.272 0.862 -0.81
H -3.312 3.977 -0.825 0.26
H -1.748 3.647 -1.434 0.25
C 1.248 -0.939 3.993 -2.09
C 2.372 -1.781 3.387 0.42
C 1.812 -2.916 2.530 -1.30
C 3.434 -0.969 2.656 0.36
C 4.734 -1.128 3.126 -0.88
C 5.809 -0.455 2.569 -1.31
C 5.550 0.418 1.531 -1.00
C 4.267 0.630 1.020 0.56
C 4.208 1.583 -0.167 0.87
C 4.080 0.785 -1.471 -1.24
C 3.215 2.737 -0.073 -1.34
C 3.177 -0.105 1.550 0.54
N 1.901 -0.030 1.036 0.61
H 0.658 -1.551 4.682 0.52
H 0.575 -0.574 3.222 0.84
H 1.652 -0.086 4.548 0.32
H 2.907 -2.241 4.224 0.58
H 1.343 -2.529 1.629 0.07
H 1.062 -3.486 3.084 0.40
H 2.612 -3.598 2.225 0.43
H 4.898 -1.813 3.952 0.31
H 6.818 -0.608 2.934 0.34
H 6.369 0.975 1.087 0.33
H 5.196 2.055 -0.182 0.42
H 3.187 0.161 -1.456 0.17
H 4.956 0.141 -1.598 0.38
H 4.004 1.452 -2.336 0.36
H 2.189 2.396 0.041 -0.14
H 3.258 3.333 -0.989 0.50
H 3.477 3.390 0.768 0.31
N 1.700 2.089 -9.486 -0.63
C 1.563 1.893 -8.357 0.09
C 1.390 1.647 -6.950 0.52
C 2.441 1.128 -6.185 -0.71
C 2.286 0.906 -4.836 -0.45
C 1.066 1.205 -4.173 0.42
C 0.014 1.721 -4.972 -0.34
C 0.174 1.934 -6.322 -0.76
C 0.911 1.004 -2.799 0.08
C 0.817 0.819 -1.580 -0.64
H 3.379 0.889 -6.672 0.41
H 3.099 0.497 -4.252 0.50
H -0.932 1.942 -4.494 0.40
H -0.644 2.332 -6.911 0.40
Br -2.637 -0.356 -2.831 -0.02
C -3.294 -2.049 -2.328 0.52
C -2.993 -3.115 -3.170 -0.62
C -3.527 -4.370 -2.924 -0.58
C -4.384 -4.564 -1.851 -0.55
C -4.667 -3.497 -1.011 -0.95
C -4.106 -2.244 -1.222 0.43
C -4.405 -1.219 -0.152 0.50
O -5.475 -1.182 0.416 -0.66
O -3.341 -0.509 0.091 0.56
H -2.339 -2.946 -4.014 0.42
H -3.270 -5.196 -3.576 0.35
H -4.820 -5.536 -1.661 0.36
H -5.322 -3.613 -0.157 0.44

51
Properties=species:S:1:pos:R:3:mulliken_charge:R:1 method="wB97M-V/def2-TZVPD" max_force_ha_per_bohr=0.0123 multiplicity=1 orbital_gap_ev=6.6 e_homo_ev=-4.5 e_tot_ev=-172236.5798 total_charge=-1 lumo_energy_ha=0.0763
C -1.748 0.548 0.294 -1.12
C -1.584 1.776 -0.617 -0.53
C -2.906 2.397 -1.089 -0.64
Br -2.785 2.759 -3.038 -0.24
C -3.413 3.677 -0.321 1.45
N -3.048 4.944 -0.923 -0.63
C -4.946 3.589 -0.311 -1.74
C -5.713 4.823 0.141 0.16
C -7.159 4.771 -0.326 -1.37
Br -5.723 4.995 2.087 -0.17
C -2.839 3.561 1.147 0.11
O -3.258 2.541 1.737 -0.69
O -2.030 4.418 1.506 -0.78
H -1.204 -0.305 -0.123 0.29
H -2.792 0.251 0.384 0.37
H -1.371 0.736 1.297 0.22
H -1.039 1.448 -1.503 0.50
H -0.969 2.543 -0.140 0.28
H -3.688 1.640 -1.054 0.50
H -2.054 5.023 -1.084 0.30
H -3.553 5.097 -1.787 0.30
H -5.236 2.736 0.305 0.50
H -5.268 3.396 -1.348 0.36
H -5.234 5.726 -0.231 0.47
H -7.628 3.843 0.011 0.32
H -7.738 5.606 0.066 0.42
H -7.190 4.775 -1.420 0.36
F 1.163 0.005 -0.660 -0.24
C 2.094 -0.518 0.153 0.48
C 3.090 0.304 0.642 -0.53
C 4.047 -0.246 1.482 -0.25
C 4.001 -1.593 1.817 -0.70
C 2.987 -2.395 1.313 -0.16
C 2.020 -1.859 0.475 -0.53
H 3.102 1.350 0.368 0.43
H 4.832 0.384 1.880 0.35
H 4.752 -2.017 2.471 0.40
H 2.949 -3.446 1.571 0.37
H 1.214 -2.460 0.074 0.40
F 5.786 -4.639 1.701 -0.32
C 5.639 -5.442 0.628 0.40
C 6.530 -5.323 -0.419 -0.49
C 6.370 -6.154 -1.519 -0.27
C 5.333 -7.076 -1.560 -0.53
C 4.450 -7.170 -0.493 -0.30
C 4.599 -6.350 0.616 -0.39
H 7.324 -4.591 -0.367 0.41
H 7.059 -6.075 -2.349 0.35
H 5.211 -7.717 -2.423 0.37
H 3.637 -7.883 -0.523 0.35
H 3.925 -6.406 1.460 0.43